No. 1
Here is an isolated molecule of C4H9NO in a non-equilibrium geometry from the Open Molecules 2025 dataset. Energies are from wB97M-V/def2-TZVPD.

Output
SMILES string: CN[C@@H](C)C=O
Gap between HOMO and LUMO in eV: 10.1
E_HOMO in Ha: -0.33830
Strongest force on any atom in eV/Å: 5.26
Total energy in eV: -7829.3695

CARTESIAN COORDINATES (ANGSTROEM)
C  -1.182100  -1.027103  -0.828962
N  -1.040630  -0.719354  0.577405
C  0.069529  0.305769  0.754290
C  1.402968  -0.068702  0.256652
C  -0.231649  1.658615  0.019149
O  0.240605  1.994881  -1.002498
H  -2.248478  -1.208300  -1.105276
H  -0.803804  -0.070913  -1.349735
H  -0.460016  -1.707501  -1.295591
H  -0.738910  -1.489858  1.232227
H  0.239587  0.368917  1.781057
H  2.078235  0.695101  -0.116361
H  2.111066  -0.492430  0.947236
H  1.316217  -0.700889  -0.650724
H  -0.752625  2.461773  0.781138

Forces on the atoms, in the same order (eV/Å):
0.372 1.696 -1.448
1.949 0.460 1.480
-1.023 -0.205 -1.811
2.287 -1.502 -2.358
-1.199 1.131 4.993
0.148 0.338 -1.682
1.008 -0.121 0.116
-1.294 -1.305 0.363
-0.472 -0.723 0.434
-0.792 0.684 -1.421
-0.681 1.139 1.935
-0.615 0.932 -0.112
-0.388 -1.045 0.729
0.234 -0.033 0.615
0.467 -1.446 -1.833


No. 2
Here is a structure of composition C4H9NO in a non-equilibrium geometry from the Open Molecules 2025 dataset. Energies are from wB97M-V/def2-TZVPD.

Output
Gap between HOMO and LUMO in eV: 7.5
E_HOMO in Ha: -0.29800
Strongest force on any atom in eV/Å: 3.40
Total energy in eV: -7826.1469

CARTESIAN COORDINATES (ANGSTROEM)
C  -0.328525  1.208039  -0.755881
C  0.268493  0.130816  -1.556359
C  0.022200  -1.241202  -1.239126
C  0.287854  -1.678857  0.073072
N  0.142403  -3.091303  0.302255
O  0.638770  -1.005995  1.040778
H  0.062902  2.205208  -0.880913
H  -1.399384  1.216885  -0.911498
H  0.701066  0.593982  -0.369748
H  0.828849  0.294784  -2.490177
H  -0.082521  4.838158  4.268284
H  -0.104923  5.367824  3.722515
H  -0.351192  -2.029851  -1.879533
H  -0.260395  -3.608315  -0.472745
H  -0.425592  -3.200172  1.149079

Forces on the atoms, in the same order (eV/Å):
2.054 -0.313 -1.973
-0.879 -1.779 -2.759
-0.218 2.173 -0.418
-0.850 -1.372 2.753
-0.506 0.781 -0.029
0.081 0.065 -0.546
0.392 0.035 -0.358
-0.295 -0.866 1.893
-1.139 0.533 2.329
-0.234 0.440 0.172
-0.020 0.469 -0.488
0.020 -0.469 0.487
0.944 0.353 -0.889
0.001 0.140 0.165
0.651 -0.191 -0.340


The records above yield LUMO values of 0.937; -0.592 eV, respectively.